Molecular formula: C17H15BN10O4Y
Method: DFT, ωB97M-V with the def2-TZVPD basis set

## Properties
- Net charge: +2
- Energy relative to the best compared isomer or geometry (same formula, charge and spin): 0.000 eV
- HOMO energy (spin up / spin down): -14.60 / -14.60 eV
- F_max: 0.5 eV Å⁻¹
- Spin multiplicity: 2
- LUMO energy (spin up / spin down): -6.33 / -10.66 eV

Geometry (Å):
Y  -1.317210  -0.303191  -0.471048
C  2.597269  0.772129  -2.595660
C  1.310500  0.252979  -2.597615
N  0.713227  0.454449  -1.418592
N  1.612377  1.130142  -0.637783
C  2.748582  1.311943  -1.337239
B  1.260855  1.439651  0.840280
N  1.142805  0.087799  1.606454
C  2.030288  -0.542914  2.403185
C  1.509591  -1.757477  2.789724
C  0.277700  -1.821749  2.148151
N  0.061662  -0.721238  1.423037
N  -0.044324  2.273689  0.948206
C  -0.215183  3.510287  1.467149
C  -1.533183  3.879206  1.337942
C  -2.135894  2.796631  0.706316
N  -1.240560  1.837834  0.467664
N  2.350545  2.318817  1.548226
C  2.553570  2.463185  2.823685
C  3.472799  3.571741  3.000653
C  3.719233  4.018420  1.676091
N  3.055005  3.310006  0.812699
H  3.314191  0.766505  -3.397056
H  0.788996  -0.249527  -3.398191
H  3.596720  1.824824  -0.923040
H  2.992925  -0.121463  2.636809
H  1.959497  -2.489993  3.436026
H  -0.456574  -2.612601  2.173558
H  0.595471  4.085143  1.880057
H  -1.990901  4.801452  1.648354
H  -3.166484  2.669727  0.411631
H  2.064665  1.860359  3.574024
H  3.860150  3.962160  3.929459
H  4.347921  4.833137  1.350352
O  -5.293396  -4.327192  -2.958582
C  -4.089356  -4.867320  -2.939981
O  -3.846901  -5.959418  -3.368567
C  -2.953096  -4.059767  -2.369339
C  -1.670236  -4.575075  -2.325039
N  -0.882281  -3.649442  -1.771839
N  -1.563291  -2.536860  -1.442981
C  -2.837247  -2.784617  -1.809603
C  -3.850416  -1.698773  -1.566307
O  -5.007053  -1.843319  -1.866859
O  -3.330002  -0.626859  -1.012062
H  -5.313048  -3.427263  -2.573490
H  -1.307786  -5.534929  -2.656189
H  0.107881  -3.721226  -1.602669

Atomic forces in eV per Å
Y -0.3 -0.3 -0.2
C 0.0 0.0 0.0
C 0.0 0.0 0.0
N 0.0 0.1 0.1
N 0.2 0.2 0.1
C 0.0 0.0 -0.1
B -0.3 -0.2 -0.2
N 0.1 0.1 0.0
C 0.0 -0.1 0.0
C 0.0 0.0 0.0
C 0.0 0.0 -0.1
N -0.1 0.1 0.1
N 0.1 0.1 0.1
C -0.1 0.1 0.0
C 0.0 0.0 0.0
C 0.0 0.0 0.0
N 0.1 -0.1 0.0
N 0.0 -0.1 0.1
C 0.1 0.1 0.0
C 0.0 -0.1 0.0
C 0.0 0.0 -0.1
N 0.1 0.0 0.0
H 0.0 0.0 0.0
H 0.0 0.0 0.0
H 0.0 0.0 0.0
H 0.0 0.0 0.0
H 0.0 0.0 0.0
H 0.0 0.0 0.0
H 0.0 0.0 0.0
H 0.0 0.0 0.0
H 0.0 0.0 0.0
H 0.0 0.0 0.0
H 0.0 0.0 0.0
H 0.0 0.0 0.0
O 0.0 -0.1 0.0
C 0.0 0.0 -0.1
O 0.0 0.0 0.1
C -0.1 0.0 0.0
C 0.0 0.0 0.0
N 0.0 -0.1 0.0
N 0.0 0.1 0.1
C 0.2 0.0 0.1
C -0.1 0.0 0.0
O 0.0 0.0 0.0
O 0.2 0.0 0.0
H 0.0 0.1 0.0
H 0.0 0.0 0.0
H 0.0 0.0 0.0